Entry from the Open Molecules 2025 dataset: a 3-piece molecular cluster, CH7O3 overall at a distorted geometry (wB97M-V/def2-TZVPD).

```
! RIJCOSX wB97M-V def2-TZVPD def2/J DEFGRID3
* xyz -1 1
C 1.0015 -0.2394 -0.9415
O 0.6277 0.4783 0.1250
H 1.0882 0.4773 -1.8713
H 0.3001 -1.1223 -1.2558
H 2.0119 -0.7354 -0.7639
H -0.6251 0.8609 -0.0636
H -1.7738 1.0813 -1.1348
O -1.7017 1.2377 -0.1449
H -1.0387 -0.6734 2.3534
H 0.2055 -0.5934 1.3605
O -0.0956 -0.7716 2.3369
*
```

As for the HOMO-LUMO gap: 0.316 Eh.



Entry from the Open Molecules 2025 dataset: one molecule with the formula C2H3N3O at a distorted geometry (wB97M-V/def2-TZVPD).

```
! RIJCOSX wB97M-V def2-TZVPD def2/J DEFGRID3
* xyz 0 1
N 2.0963 0.0370 -0.1331
C 0.6919 0.0121 0.0060
C -0.2261 1.0903 0.0270
O -1.4336 0.5882 -0.0267
N -1.3712 -0.8442 -0.0520
N -0.1620 -1.0547 0.1211
H 2.4021 -1.0118 -0.2351
H 2.5884 0.5157 0.7173
H -0.2581 2.2098 -0.0172
*
```

As for the HOMO-LUMO gap: 0.364 Eh. As for the SMILES: Nc1conn1.



Entry from the Open Molecules 2025 dataset: a 2-piece molecular cluster, C4H12N2S overall at a distorted geometry (wB97M-V/def2-TZVPD).

```
! RIJCOSX wB97M-V def2-TZVPD def2/J DEFGRID3
* xyz 2 1
C -0.5501 1.8539 1.4545
C -0.6404 0.6684 0.9384
C 0.1096 -1.4584 0.1710
C 1.9296 -1.5271 -1.9264
N -1.8823 2.5128 1.5731
N 0.3365 -0.3006 0.7905
S 1.4909 -2.6415 -3.1612
H 0.2632 2.5270 1.6806
H -1.5219 0.4095 0.3400
H 0.8905 -1.4626 -1.2757
H 0.7227 -2.2714 0.5385
H -0.9014 -1.8116 -0.0400
H 2.7570 -2.0406 -1.4055
H 1.9580 -0.4950 -2.2163
H -2.0097 3.3457 1.0312
H -1.9397 2.8384 2.5630
H -2.7546 2.0615 1.2486
H 1.1896 -0.1801 1.3696
H 0.5524 -2.0284 -3.6739
*
```

As for the HOMO-LUMO gap: 0.243 Eh.



Entry from the Open Molecules 2025 dataset: C20H43DyOP3S as an isolated structure at a distorted geometry (wB97M-V/def2-TZVPD).

```
! RIJCOSX wB97M-V def2-TZVPD def2/J DEFGRID3
* xyz 3 6
Dy -0.0726 0.1411 0.4049
P 0.6940 -2.4143 -1.0965
P 2.3926 0.6433 2.0478
P 1.7210 0.9540 -1.6655
H -5.5268 -1.3250 1.0381
C -4.9230 -1.0721 0.1511
C -4.4622 -2.0038 -0.6900
H -4.6025 -3.0879 -0.5381
C -0.4232 -3.6841 -0.4974
C 2.3022 -3.0308 -0.7418
C 0.5765 -2.5614 -2.9060
C 2.3776 2.3089 2.8364
C 2.5280 -0.4001 3.5558
C 4.1380 0.5837 1.4607
C 0.6825 1.1299 -3.1776
C 3.2796 0.2786 -2.3360
C 2.1534 2.7068 -1.3480
H -4.7056 0.0015 0.0163
H -3.8478 -1.7245 -1.5701
H -1.4751 -3.3777 -0.4431
H -0.0792 -4.0323 0.4814
H -0.3027 -4.4896 -1.2287
H 2.3772 -3.3795 0.2890
H 3.1106 -2.3351 -0.9589
H 2.4120 -3.9069 -1.3935
H -0.3803 -2.1703 -3.2848
H 0.6268 -3.6467 -3.0567
H 1.4218 -2.0439 -3.3802
H 3.2675 2.4803 3.4600
H 1.4801 2.4028 3.4599
H 2.3299 3.0815 2.0590
H 3.3376 -0.0633 4.2222
H 2.7213 -1.4414 3.2703
H 1.5827 -0.3673 4.1111
H 4.8501 0.8387 2.2602
H 4.2929 1.2774 0.6254
H 4.3719 -0.4264 1.1036
H 1.2148 1.7556 -3.9088
H -0.2699 1.6254 -2.9267
H 0.4734 0.1483 -3.6286
H 3.6633 0.9711 -3.0995
H 3.1196 -0.7072 -2.7937
H 4.0221 0.1850 -1.5306
H 2.6435 3.1151 -2.2434
H 2.8358 2.7788 -0.4892
H 1.2413 3.2831 -1.1333
C -2.0811 3.2030 -0.2720
C -1.8066 4.5907 -0.3175
C -2.5894 5.4640 -1.0917
C -3.5811 4.9673 -1.9337
C -3.7546 3.5913 -2.0213
C -2.9873 2.6969 -1.2449
S -1.3650 2.3049 1.0392
H -0.1378 -1.1965 -1.1117
H -1.0182 4.9802 0.3102
H -2.4131 6.5253 -1.0146
H -4.2180 5.6585 -2.5071
H -4.5185 3.2139 -2.6992
H -3.1104 1.6253 -1.3869
C -2.7864 -2.6663 2.6184
C -1.3907 -2.2000 2.5433
C -0.4269 -2.8625 3.4525
O -1.0090 -1.2686 1.7428
H -3.1309 -2.6006 3.6638
H -2.8255 -3.7415 2.3760
H -3.4794 -2.1298 1.9635
H 0.4467 -3.2624 2.9133
H -0.0683 -2.1825 4.2414
H -0.9189 -3.7101 3.9505
*
```

As for the HOMO-LUMO gap (alpha / beta): 0.138 / 0.143 Eh. Its expectation value of S² is 9.36.